(1)
{"formula": "C37H44AsN4O10S3TeV", "method": "ωB97M-V with the def2-TZVPD basis set", "total_energy_ev": -191835.4552, "s_squared": 0.844, "charge": 1, "homo_energy_ha": [-0.385, -0.384], "spin_multiplicity": 2, "symbols": ["V", "O", "As", "O", "O", "C", "C", "C", "C", "C", "C", "S", "O", "O", "O", "H", "H", "H", "H", "H", "C", "C", "C", "N", "N", "C", "N", "S", "H", "H", "H", "H", "H", "H", "H", "C", "C", "O", "N", "Te", "C", "C", "C", "C", "C", "C", "C", "C", "C", "C", "C", "C", "C", "C", "C", "C", "C", "C", "H", "H", "H", "H", "H", "H", "H", "H", "H", "H", "H", "H", "H", "H", "H", "H", "H", "H", "H", "H", "H", "H", "H", "H", "H", "C", "C", "C", "C", "C", "C", "C", "S", "O", "O", "O", "H", "H", "H", "H", "H", "H", "H"], "positions_angstrom": [[-0.77, -0.68, -1.90], [4.38, 0.16, -3.88], [3.05, 0.63, -2.89], [1.66, 0.67, -4.11], [2.84, -0.08, -1.47], [2.96, 2.54, -2.81], [3.91, 3.44, -2.36], [3.57, 4.79, -2.29], [2.30, 5.22, -2.64], [1.34, 4.32, -3.08], [1.70, 2.99, -3.15], [0.55, 1.69, -3.63], [-2.47, 1.21, -3.12], [-2.37, 4.98, -3.33], [0.11, 1.20, -2.27], [4.33, -0.80, -4.01], [4.90, 3.11, -2.07], [4.31, 5.51, -1.96], [2.06, 6.28, -2.59], [0.34, 4.65, -3.35], [-1.91, -6.20, 1.17], [-1.25, -5.77, -0.14], [-1.84, -4.52, -0.69], [-1.16, -3.48, -1.00], [-1.92, -2.43, -1.47], [-3.21, -2.72, -1.52], [-4.16, -1.88, -1.92], [-3.55, -4.32, -0.96], [-1.42, -7.09, 1.57], [-2.97, -6.44, 1.02], [-1.85, -5.41, 1.91], [-1.34, -6.57, -0.88], [-0.19, -5.58, 0.01], [-3.86, -1.07, -2.46], [-5.11, -2.19, -1.99], [0.90, -3.61, -3.88], [1.33, -2.25, -3.41], [2.46, -1.82, -3.59], [0.34, -1.51, -2.81], [0.75, -1.57, 0.43], [1.85, -0.16, 1.58], [3.21, -0.41, 1.78], [3.95, -1.62, 1.25], [3.94, 0.50, 2.55], [3.36, 1.63, 3.10], [4.17, 2.59, 3.93], [2.01, 1.84, 2.89], [1.24, 0.96, 2.14], [-0.23, 1.25, 1.98], [-0.45, -2.38, 2.02], [0.21, -3.29, 2.87], [1.68, -3.61, 2.74], [-0.49, -3.91, 3.89], [-1.84, -3.66, 4.12], [-2.58, -4.34, 5.24], [-2.47, -2.76, 3.28], [-1.81, -2.10, 2.25], [-2.62, -1.08, 1.49], [1.77, -4.22, -4.09], [0.31, -3.48, -4.79], [0.27, -4.08, -3.13], [3.79, -1.73, 0.18], [3.63, -2.54, 1.74], [5.01, -1.50, 1.43], [4.99, 0.31, 2.71], [5.21, 2.28, 4.00], [3.76, 2.68, 4.94], [4.15, 3.59, 3.49], [1.53, 2.72, 3.32], [-0.47, 2.25, 2.34], [-0.82, 0.54, 2.56], [-0.55, 1.17, 0.95], [1.93, -3.99, 1.75], [1.96, -4.36, 3.47], [2.28, -2.72, 2.92], [0.03, -4.61, 4.54], [-2.01, -5.17, 5.65], [-3.54, -4.72, 4.89], [-2.78, -3.64, 6.05], [-3.52, -2.53, 3.44], [-3.54, -1.53, 1.11], [-2.08, -0.64, 0.67], [-2.92, -0.28, 2.16], [-1.77, 7.48, -0.78], [-1.87, 6.04, -1.15], [-2.86, 5.68, -2.19], [-3.17, 4.23, -2.42], [-2.42, 3.28, -1.60], [-1.40, 3.67, -0.82], [-1.12, 5.07, -0.59], [-2.87, 1.61, -1.62], [-4.27, 1.45, -1.42], [-2.26, -0.22, -3.10], [-1.97, 0.85, -0.77], [-1.50, 8.08, -1.65], [-1.04, 7.64, 0.01], [-2.74, 7.85, -0.44], [-3.63, 6.41, -2.42], [-4.14, 3.95, -2.80], [-0.81, 2.93, -0.28], [-0.36, 5.33, 0.13]]}


(2)
{"formula": "CH8O5", "method": "ωB97M-V with the def2-TZVPD basis set", "total_energy_ev": -11404.1941, "homo_energy_ha": -0.401, "symbols": ["O", "C", "O", "H", "H", "H", "H", "O", "H", "H", "O", "H", "H", "O"], "positions_angstrom": [[1.44, 0.87, -0.08], [2.03, -0.08, -0.48], [1.57, -0.91, -1.45], [3.05, -0.35, -0.19], [0.66, -1.15, -1.15], [0.08, -1.15, 0.87], [-1.15, -1.61, 0.18], [-0.28, -1.24, -0.03], [-2.04, 0.24, 0.91], [-3.39, 0.24, 0.43], [-2.78, -0.38, 0.83], [-0.13, 1.76, 0.54], [-1.37, 2.46, 1.21], [-1.03, 1.65, 0.81]]}


(3)
{"formula": "C8H13Cl2FN3", "method": "ωB97M-V with the def2-TZVPD basis set", "total_energy_ev": -40727.6147, "charge": 1, "homo_energy_ha": -0.468, "symbols": ["C", "C", "C", "C", "C", "C", "C", "C", "N", "N", "N", "F", "Cl", "Cl", "H", "H", "H", "H", "H", "H", "H", "H", "H", "H", "H", "H", "H"], "positions_angstrom": [[-0.22, 2.22, -0.99], [-1.06, 2.27, 0.18], [1.09, -0.77, 2.95], [-0.01, 0.21, 3.25], [-1.78, -1.09, -2.55], [-0.72, -2.11, -2.80], [0.76, 0.46, 0.78], [1.95, -0.14, 0.04], [0.13, 1.42, 0.16], [0.50, -0.02, 1.94], [-0.83, -1.42, -1.48], [1.68, -0.03, -1.24], [2.38, -1.85, 0.37], [3.29, 0.93, 0.43], [-0.44, 1.60, -1.90], [0.58, 3.02, -1.31], [-1.07, 3.21, 0.89], [-1.92, 1.75, 0.23], [2.16, -0.62, 3.16], [1.00, -1.85, 2.97], [-1.01, -0.16, 3.69], [0.29, 1.26, 3.71], [-1.76, -0.08, -2.95], [-2.78, -1.49, -2.64], [-0.98, -3.18, -2.78], [0.07, -1.60, -3.37], [-1.32, -1.94, -0.76]]}


(4)
{"formula": "C22H25N5", "method": "ωB97M-V with the def2-TZVPD basis set", "total_energy_ev": -30667.4548, "homo_energy_ha": -0.292, "symbols": ["N", "C", "C", "C", "C", "H", "H", "H", "H", "H", "N", "C", "C", "C", "C", "H", "H", "H", "H", "H", "N", "C", "C", "C", "C", "H", "H", "H", "H", "H", "N", "C", "C", "C", "C", "C", "H", "H", "H", "H", "H", "N", "C", "C", "C", "C", "C", "H", "H", "H", "H", "H"], "positions_angstrom": [[-2.01, -1.22, 4.15], [-1.15, -2.34, 4.13], [-0.10, -2.13, 5.02], [-0.41, -0.88, 5.63], [-1.49, -0.36, 5.02], [-2.83, -1.09, 3.57], [-1.31, -3.12, 3.40], [0.78, -2.72, 5.22], [0.30, -0.44, 6.31], [-2.00, 0.59, 5.13], [3.31, -6.09, -3.57], [4.12, -5.25, -4.28], [3.42, -4.12, -4.49], [2.26, -4.27, -3.85], [2.15, -5.46, -3.27], [3.60, -7.00, -3.25], [5.11, -5.59, -4.55], [3.85, -3.29, -5.03], [1.55, -3.46, -3.78], [1.42, -5.92, -2.62], [-0.64, -0.39, -0.81], [-0.34, -1.52, -1.48], [-1.02, -2.58, -0.94], [-1.76, -2.11, 0.22], [-1.41, -0.78, 0.26], [-0.17, 0.49, -0.93], [0.36, -1.46, -2.29], [-1.00, -3.60, -1.32], [-2.40, -2.71, 0.85], [-1.60, -0.02, 1.00], [1.18, 1.93, -1.12], [1.21, 2.95, -0.23], [1.95, 4.09, -0.40], [2.80, 4.23, -1.51], [2.73, 3.16, -2.49], [1.89, 2.07, -2.28], [0.61, 2.83, 0.66], [1.92, 4.87, 0.35], [3.41, 5.11, -1.58], [3.33, 3.22, -3.39], [1.79, 1.23, -2.96], [-4.27, 4.95, 0.79], [-3.29, 5.29, 1.59], [-2.18, 4.45, 1.84], [-2.14, 3.19, 1.29], [-3.20, 2.77, 0.47], [-4.17, 3.71, 0.18], [-3.32, 6.29, 1.98], [-1.26, 4.77, 2.32], [-1.35, 2.49, 1.51], [-3.33, 1.76, 0.10], [-4.89, 3.46, -0.58]]}


(5)
{"formula": "C10H34N8O7", "method": "ωB97M-V with the def2-TZVPD basis set", "total_energy_ev": -37178.4611, "homo_energy_ha": -0.355, "symbols": ["O", "H", "H", "C", "O", "N", "N", "H", "H", "H", "H", "C", "O", "N", "N", "H", "H", "H", "H", "C", "O", "N", "N", "H", "H", "H", "H", "C", "O", "N", "N", "H", "H", "H", "H", "C", "C", "C", "O", "H", "H", "H", "H", "H", "H", "H", "H", "C", "C", "C", "O", "H", "H", "H", "H", "H", "H", "H", "H"], "positions_angstrom": [[8.57, 9.38, 10.77], [8.51, 9.23, 9.83], [8.84, 10.27, 10.91], [10.02, 11.16, 14.19], [10.33, 10.03, 13.79], [8.72, 11.47, 14.35], [11.02, 12.01, 14.59], [8.15, 10.81, 13.81], [8.49, 12.43, 14.05], [11.99, 11.69, 14.66], [10.78, 12.67, 15.30], [9.58, 5.78, 9.74], [9.01, 6.28, 8.73], [9.66, 6.39, 10.88], [10.22, 4.53, 9.62], [10.26, 6.03, 11.60], [9.31, 7.33, 10.98], [10.89, 4.21, 10.32], [10.60, 4.44, 8.68], [8.41, 12.50, 9.93], [8.05, 12.49, 11.12], [7.61, 12.73, 8.83], [9.75, 12.30, 9.61], [6.63, 12.64, 8.97], [8.02, 12.79, 7.94], [10.31, 12.24, 10.46], [10.19, 12.11, 8.64], [12.50, 11.03, 11.20], [12.96, 11.10, 10.05], [12.21, 12.17, 11.96], [12.38, 9.78, 11.77], [12.42, 12.89, 11.35], [11.67, 12.32, 12.80], [12.54, 9.04, 11.12], [11.90, 9.50, 12.59], [6.11, 8.55, 8.49], [7.08, 8.51, 7.31], [6.72, 9.46, 6.20], [8.37, 8.85, 7.81], [6.27, 9.40, 9.15], [6.26, 7.65, 9.02], [5.08, 8.55, 7.98], [7.16, 7.56, 6.88], [7.42, 9.39, 5.35], [6.76, 10.48, 6.57], [5.69, 9.21, 5.87], [8.83, 7.98, 8.02], [12.94, 7.67, 6.58], [13.28, 8.65, 7.70], [13.61, 7.93, 8.96], [14.38, 9.37, 7.13], [12.78, 8.20, 5.65], [12.09, 7.08, 6.93], [13.87, 7.08, 6.37], [12.46, 9.39, 7.87], [14.43, 8.55, 9.45], [14.06, 6.95, 8.73], [12.74, 7.83, 9.66], [14.73, 10.03, 7.77]]}


(6)
{"formula": "C5H4O2", "method": "ωB97M-V with the def2-TZVPD basis set", "total_energy_ev": -9342.1900, "homo_energy_ha": -0.344, "symbols": ["O", "C", "O", "C", "C", "C", "C", "H", "H", "H", "H"], "positions_angstrom": [[-1.30, 1.96, -0.53], [-0.71, 0.91, -0.51], [1.64, 1.51, -0.92], [0.85, 0.79, -0.38], [0.91, -0.31, 0.65], [-0.30, -1.17, 0.26], [-1.21, -0.47, -0.44], [0.87, 0.70, 1.27], [1.73, -0.87, 1.08], [-0.36, -2.24, 0.44], [-2.12, -0.82, -0.92]]}


(7)
{"formula": "C3H7NO3S", "method": "ωB97M-V with the def2-TZVPD basis set", "total_energy_ev": -21692.2351, "charge": -2, "homo_energy_ha": 0.017, "symbols": ["O", "C", "O", "C", "C", "S", "N", "H", "H", "H", "H", "H", "H", "H", "O"], "positions_angstrom": [[1.49, -0.72, -1.29], [0.37, -0.15, -1.35], [-0.31, 0.02, -2.41], [-0.24, 0.23, 0.04], [-1.38, -0.67, 0.23], [-2.45, -0.41, 1.70], [-0.62, 1.67, 0.19], [0.57, 0.06, 0.88], [-2.08, -0.58, -0.75], [-1.11, -1.71, 0.27], [-1.09, 1.83, 1.08], [-1.27, 1.89, -0.52], [2.38, -0.03, 1.18], [2.64, -0.88, -0.03], [3.09, -0.55, 0.78]]}


(8)
{"formula": "C18H23BFeO6", "method": "ωB97M-V with the def2-TZVPD basis set", "total_energy_ev": -66385.3554, "s_squared": 6.083, "homo_energy_ha": [-0.281, -0.307], "spin_multiplicity": 5, "symbols": ["C", "C", "O", "B", "H", "O", "C", "C", "O", "O", "C", "C", "O", "O", "H", "H", "H", "H", "H", "H", "H", "H", "H", "C", "C", "C", "C", "C", "C", "C", "Fe", "C", "C", "C", "C", "C", "H", "H", "H", "H", "H", "H", "H", "H", "H", "H", "H", "H", "H"], "positions_angstrom": [[0.22, 0.94, -4.55], [0.10, 0.36, -3.16], [-0.79, -0.62, -3.01], [-0.69, -1.42, -1.76], [-0.93, -0.68, -0.69], [-1.67, -2.55, -1.89], [-2.94, -2.18, -2.05], [-3.86, -3.26, -2.58], [-3.38, -1.06, -1.83], [0.67, -2.04, -1.75], [0.95, -2.82, -0.70], [2.10, -3.78, -0.90], [0.34, -2.82, 0.36], [0.82, 0.80, -2.29], [-0.52, 0.52, -5.24], [0.14, 2.03, -4.52], [1.23, 0.71, -4.91], [-3.35, -4.22, -2.63], [-4.76, -3.33, -1.97], [-4.17, -2.96, -3.58], [2.71, -3.51, -1.76], [2.70, -3.84, 0.01], [1.66, -4.77, -1.06], [-2.50, 1.11, 1.34], [-1.49, 1.21, 2.40], [-0.59, 2.31, 2.51], [0.33, 2.55, 3.64], [1.40, 3.42, 3.17], [1.15, 3.72, 1.77], [-0.06, 3.05, 1.35], [1.23, 1.75, 2.10], [1.02, 0.00, 1.21], [1.33, -0.17, 2.61], [2.58, 0.51, 2.87], [3.04, 1.11, 1.62], [2.07, 0.78, 0.60], [-3.16, 0.29, 1.60], [-3.07, 2.04, 1.20], [-2.02, 0.87, 0.39], [-1.58, 0.58, 3.28], [0.17, 2.16, 4.64], [2.22, 3.82, 3.76], [1.74, 4.41, 1.16], [-0.56, 3.11, 0.40], [0.19, -0.47, 0.69], [0.75, -0.77, 3.31], [3.11, 0.51, 3.82], [3.98, 1.63, 1.47], [2.12, 0.99, -0.47]]}


(9)
{"formula": "C20H28F3O5SSr", "method": "ωB97M-V with the def2-TZVPD basis set", "total_energy_ev": -51253.6171, "charge": -1, "homo_energy_ha": -0.098, "symbols": ["O", "C", "C", "H", "H", "C", "H", "H", "C", "H", "H", "H", "C", "H", "H", "H", "Sr", "C", "C", "C", "H", "C", "C", "H", "H", "H", "H", "C", "C", "C", "H", "C", "C", "H", "H", "H", "H", "O", "C", "C", "H", "H", "C", "H", "H", "C", "H", "H", "H", "H", "F", "C", "F", "F", "S", "O", "O", "O"], "positions_angstrom": [[0.03, 0.75, -0.49], [0.98, 0.64, -1.58], [0.25, 1.64, -2.44], [0.96, -0.37, -1.99], [1.97, 0.94, -1.24], [-0.80, 1.63, -1.32], [-0.14, 1.20, -3.35], [0.86, 2.55, -2.58], [-2.12, 0.93, -1.61], [-1.97, -0.07, -2.04], [-2.76, 1.49, -2.30], [-2.66, 0.81, -0.65], [-0.99, 2.95, -0.64], [-0.02, 3.40, -0.38], [-1.57, 2.79, 0.30], [-1.54, 3.66, -1.27], [0.13, -1.40, 1.30], [0.99, 1.83, 3.73], [2.17, 1.04, 3.74], [2.77, 1.13, 2.45], [2.57, 0.55, 4.62], [1.97, 2.01, 1.66], [0.90, 2.48, 2.47], [0.17, 3.26, 2.22], [0.29, 1.94, 4.56], [3.71, 0.66, 2.17], [2.18, 2.35, 0.64], [-1.77, -0.32, 3.94], [-2.03, 0.95, 3.37], [-2.58, 0.74, 2.08], [-1.91, 1.92, 3.85], [-2.80, -0.66, 1.92], [-2.40, -1.30, 3.13], [-2.68, -2.30, 3.47], [-1.24, -0.48, 4.88], [-2.87, 1.55, 1.40], [-3.26, -1.14, 1.05], [0.40, -0.95, -3.98], [-0.05, -0.07, -5.07], [0.40, -0.65, -6.43], [0.38, 0.95, -5.01], [-1.13, 0.06, -4.99], [1.40, -1.75, -6.07], [0.82, 0.14, -7.05], [-0.45, -1.06, -6.97], [1.25, -1.97, -4.54], [2.41, -1.41, -6.29], [1.25, -2.68, -6.60], [2.22, -1.94, -4.02], [0.81, -2.96, -4.30], [-1.09, -3.19, 4.95], [0.17, -3.71, 5.06], [0.46, -3.77, 6.38], [0.13, -4.99, 4.58], [1.32, -2.62, 4.02], [0.72, -1.26, 4.03], [2.61, -2.79, 4.63], [1.18, -3.16, 2.62]]}


| no. | M (Da) |
| --- | --- |
| 1 | 1054.44 |
| 2 | 100.07 |
| 3 | 241.12 |
| 4 | 359.48 |
| 5 | 378.43 |
| 6 | 96.08 |
| 7 | 137.16 |
| 8 | 402.03 |
| 9 | 525.12 |